Computed, not measured: the molecule C2H3N3O2S, with ωB97M-V/def2-TZVPD.

Computed properties:
LUMO in eV: -0.49
Energy above the lowest of the compared OMol25 structures with the same formula, charge and spin in kJ/mol: 266.6

Each line ends with the natural charge from an NBO analysis.
Positions of all 11 atoms, in Å:
S -0.6963 1.0390 -2.0141  -0.07
O 1.0627 -1.4836 1.8971  -0.59
O 1.0223 0.6453 1.2858  -0.36
N -0.6050 -1.9060 -0.3913  -0.58
N -0.4152 -0.6904 0.2093  -0.32
N 0.0562 1.5565 0.4848  -0.29
C 0.5568 -0.5627 1.2359  0.83
C -0.3737 0.5425 -0.4375  0.21
H -1.1839 -2.4132 0.3463  0.38
H 0.3863 -2.2418 -0.3382  0.37
H 0.9076 2.1374 -0.1564  0.43


Computed, not measured: a cluster of 14 separate species, C34H99N3O25 in total, with ωB97M-V/def2-TZVPD.

Computed properties:
LUMO in eV: -0.11
Energy above the lowest of the compared OMol25 structures with the same formula, charge and spin in kJ/mol: 575.2

Each line ends with the Mulliken charge.
Positions of all 161 atoms, in Å:
O -0.8642 2.7471 7.1343  -0.25
O -4.0585 -3.3533 -5.0759  -0.53
O 1.9837 -4.3372 -2.4907  -0.62
O 0.4131 -0.1051 -5.5208  -0.17
O -7.6914 1.4241 -1.2653  -0.39
O 4.2963 -4.1240 5.0514  -0.60
O 0.5172 -3.2346 1.6160  -0.61
O -2.3977 0.0413 -4.8674  -0.35
O 4.5515 1.6132 -4.0158  -0.64
O 2.5950 -1.8381 2.8367  -0.19
O 4.7866 2.7063 -1.2723  -0.65
O 7.1988 -0.8999 4.3247  -0.21
O 2.9066 1.6539 -6.4258  -0.61
O -4.0409 5.0298 -1.8320  -0.44
O 0.1311 -0.2095 1.0715  0.05
O 2.4833 3.2805 -3.2143  -0.41
O -4.0030 -1.3849 1.9953  -0.31
O 4.9922 -3.5076 0.2800  -0.23
O -1.2635 -2.8360 -4.6013  -0.28
O 0.7462 3.6075 1.0798  -0.50
O 0.0527 -0.9071 -2.0288  0.10
O -1.0871 1.7165 3.0481  -0.68
O -1.9059 3.4375 -2.8172  -0.32
O -0.1771 -3.4437 -0.8912  0.12
O -3.5715 2.1445 1.9586  -0.10
N -6.3772 -1.4828 0.5766  -0.40
N 6.4429 -1.2553 1.1867  -0.21
N -3.0575 2.3756 5.1370  -0.13
C 4.2979 -2.9789 4.0897  0.35
C 3.6678 0.4706 -4.4405  0.61
C 2.6358 3.6111 -1.8457  -0.38
C -4.2520 2.0125 4.3970  -0.59
C -0.1257 3.7093 7.8714  -0.77
C 8.1974 -1.3093 5.2608  -0.94
C 7.7753 -0.2773 3.0939  -0.75
C 6.8026 -0.0616 1.9666  -0.73
C 2.8716 -2.2935 4.0850  -0.51
C 0.6659 -4.9516 -2.6052  0.06
C -5.1649 -1.7590 -0.1170  -0.71
C -7.0591 0.8342 -0.1660  0.02
C -3.9659 -2.0983 0.7626  -0.10
C 3.3690 2.5780 -1.0673  0.07
C -0.1316 -4.8348 -1.2857  -0.63
C -0.5847 0.5374 -6.2779  -0.52
C -7.5034 2.7957 -1.5936  -0.59
C 0.9876 0.1824 0.0015  -0.08
C -7.3630 -0.7130 -0.1244  -0.81
C 3.6457 0.5001 -5.9687  -0.69
C -1.6724 -4.1159 -5.1698  -0.70
C -4.3264 2.7543 3.0531  -0.95
C 4.8039 -4.7540 -0.4703  -0.91
C -1.7189 1.1838 -5.4202  -0.31
C 0.3233 0.3497 -1.4348  0.11
C -3.1939 3.0026 0.8686  -0.69
C -3.1152 -4.3861 -4.5683  -0.38
C -1.6501 4.5580 -1.9717  0.42
C -2.9021 -1.5322 2.7255  0.18
C -2.7678 5.5707 -2.1285  -0.81
C -3.1110 1.8947 6.4612  -0.70
C -2.2791 2.6974 7.4217  -0.85
C 5.5242 -1.1312 0.1188  -0.66
C 5.4153 -2.5371 -0.6636  -0.66
H -3.0959 -2.0399 3.6703  0.32
H 3.2435 -0.4342 -6.3604  0.29
H -2.5155 2.4392 8.4540  0.52
H -4.0280 3.7669 3.3247  0.42
H -1.6690 4.1766 -0.9508  -0.29
H -2.7812 6.0198 -3.1216  0.37
H -0.6383 1.0714 2.5018  0.37
H -3.3203 0.3004 -4.9253  0.19
H 1.6397 3.7827 1.3752  0.28
H -2.8800 3.9971 1.1855  0.50
H 0.5826 -5.9349 -3.0682  0.53
H 3.8450 -5.2723 -0.4653  0.26
H -7.3662 -1.0621 -1.1570  0.43
H -1.9280 -3.8888 -6.2048  0.39
H -5.4050 -2.6523 -0.6936  0.35
H 0.8340 0.9878 -2.1559  0.01
H -8.2070 2.8044 -2.4261  0.29
H 1.9685 1.4585 -6.3687  0.24
H 8.9361 -1.9927 4.8420  0.38
H 2.0491 -2.9249 4.4211  0.38
H 5.1974 -4.8146 -1.4850  0.37
H 1.7927 -0.5508 -0.0478  0.11
H -0.2624 -3.7172 1.8908  0.23
H 3.1568 1.5606 -1.3960  -0.02
H 4.0180 2.4113 -4.0113  0.33
H 0.9303 3.7323 7.6021  0.22
H 8.8339 -0.5276 5.6753  0.34
H 0.2006 -0.9102 -2.9773  -0.08
H 4.6767 0.5360 -6.3206  0.39
H -6.4931 2.9852 -1.9561  0.13
H 2.7369 0.5402 -3.8778  -0.35
H -1.9688 -2.2725 -4.9278  0.15
H -0.7274 5.1233 -2.1030  0.24
H 0.0778 -0.9728 -5.2835  0.05
H 4.4223 -3.8231 5.9542  0.30
H 6.2202 -2.0927 1.7056  0.24
H 1.8755 -2.3757 2.4975  0.12
H 1.9284 -3.8039 -1.6944  0.27
H -0.1635 1.4675 -6.6596  0.35
H 7.3201 0.5425 1.2213  0.39
H -2.0734 -2.1376 2.3585  -0.12
H 2.0199 4.0483 -3.5568  0.21
H 5.0241 -2.2061 4.3420  0.00
H -2.5807 -0.5192 2.9680  -0.13
H 8.1177 0.6787 3.4900  0.42
H -0.1215 -1.1170 0.8864  -0.25
H 5.7196 -0.3097 -0.5704  0.44
H -3.0473 -1.9447 0.1963  0.10
H -4.0175 -3.1511 1.0402  0.42
H 0.1542 -4.3357 -3.3448  -0.35
H 1.6810 3.8738 -1.3902  0.06
H 2.9001 -1.4826 4.8127  0.30
H -0.5515 4.7070 7.7650  0.33
H -2.5222 6.3864 -1.4486  0.36
H -0.4600 -2.8802 -1.6151  0.01
H 4.6064 -3.3496 3.1122  -0.03
H -0.9302 -0.1556 -7.0450  0.26
H -5.3365 2.8817 2.6638  0.55
H 0.2739 3.3632 1.8757  0.22
H 4.8982 2.3005 -2.1351  0.51
H -6.0016 1.0957 -0.1289  0.01
H 7.8981 -1.7710 6.2017  0.29
H -8.3869 -0.8077 0.2373  0.28
H -2.4075 2.5536 0.2618  -0.40
H -4.1886 1.0112 3.9710  -0.01
H 3.0211 2.5767 -0.0343  0.20
H 4.5225 -0.8000 0.3928  0.14
H 4.7579 -2.3490 -1.5124  0.51
H 0.3223 -5.4956 -0.5471  0.35
H -4.0658 3.2799 0.2761  0.50
H -7.7454 3.3416 -0.6817  0.31
H -2.5867 3.7375 7.5292  0.35
H 3.9956 -0.4777 -4.0147  0.29
H -1.1604 -5.1583 -1.4441  0.31
H -3.0684 -4.3887 -3.4793  0.18
H -4.9651 -3.6688 -5.0773  0.27
H -6.0308 -0.9669 1.3729  0.29
H -2.2411 1.9870 4.6869  0.47
H -0.2331 3.4432 8.9230  0.31
H 3.1600 4.5450 -1.6431  0.42
H -0.9699 -4.9471 -5.1096  0.56
H 0.6508 -3.4936 0.7043  0.19
H 6.3989 -2.7714 -1.0707  0.37
H 8.7050 -0.7784 2.8246  0.40
H -2.9362 0.8190 6.4841  0.37
H 5.9551 0.6115 2.0963  0.43
H -5.1584 2.1217 4.9925  0.63
H -2.5225 2.7771 -2.4926  0.25
H -2.0091 1.6390 2.8028  -0.03
H -0.5769 0.9150 -1.1937  -0.10
H -4.4051 4.5505 -2.5798  0.26
H -4.1130 2.0225 6.8708  0.42
H -1.2237 1.9317 -4.8009  0.08
H -4.7801 -0.9628 -0.7543  0.30
H -2.3270 1.7331 -6.1390  0.53
H 1.4446 1.1289 0.2905  0.01
H -7.3036 1.3153 0.7810  0.35
H -3.3050 -5.4057 -4.9038  0.44
H 5.3912 -5.5525 -0.0167  0.34


Computed, not measured: a structure of composition C11H23ClNO2P2Ru, with ωB97M-V/def2-TZVPD.

Computed properties:
LUMO (alpha / beta) in eV: -11.34 / -14.76
2S+1: 5
Energy above the lowest of the compared OMol25 structures with the same formula, charge and spin in kJ/mol: 0.0
Charge: +3

Each line ends with the Mulliken spin population.
Positions of all 41 atoms, in Å:
Ru 0.8769 -0.1339 0.2403  2.89
Cl 2.8763 -1.2499 0.3542  0.46
P 0.6976 0.3089 2.3386  0.15
P 0.9369 0.2593 -1.8743  0.14
O 1.0728 -4.3758 -2.3769  0.00
O -1.5342 -3.6847 0.2570  0.00
N -0.8447 1.1191 0.1076  -0.05
C -1.6211 1.2021 1.1974  0.03
C -3.1142 2.6398 0.0070  0.03
C -2.7901 1.9444 1.1686  0.01
C 1.3952 1.8213 3.0376  0.00
C -2.2566 2.5936 -1.0815  0.01
C -0.1467 1.7428 -2.1400  0.00
C 2.4946 0.5015 -2.7328  0.03
C 1.1054 -1.0447 3.4580  0.04
C -1.1115 1.8203 -1.0032  0.05
C -1.1729 0.4526 2.4007  0.05
C 0.0188 -1.1201 -2.6038  0.06
H -1.5999 -0.5784 2.4043  0.01
H -4.0381 3.2133 -0.0463  0.00
H -0.2588 -0.8600 -3.6285  0.03
H -0.6930 1.6446 -3.0833  0.01
H -0.8674 -4.2581 -0.1793  0.00
H 1.3673 -5.0362 -3.0490  0.00
H -2.4238 3.1217 -2.0045  0.00
H 0.7600 -0.8063 4.4681  0.02
H 0.4747 2.6495 -2.1928  0.00
H 1.2621 2.6654 2.3493  0.00
H -1.4889 0.9744 3.3148  0.01
H -3.3974 1.9479 2.0699  0.00
H 3.0784 -0.4088 -2.5785  0.00
H -0.8775 -1.3390 -2.0030  0.00
H 0.6360 -1.9645 3.0848  0.00
H 3.0239 1.3435 -2.2693  0.00
H 1.9009 -4.0172 -2.0145  0.00
H 2.1944 -1.1509 3.4150  0.01
H 0.6492 -2.0162 -2.5843  0.00
H 0.9362 2.0465 4.0039  0.01
H 2.4671 1.6360 3.1530  0.00
H 2.3049 0.6915 -3.7925  0.01
H -2.2934 -4.2952 0.4084  0.00


Computed, not measured: a structure of composition C63H71Ge2INS5SbSc, with ωB97M-V/def2-TZVPD.

Computed properties:
LUMO in eV: 2.13
Energy above the lowest of the compared OMol25 structures with the same formula, charge and spin in kJ/mol: 0.0
Charge: -1

Each line ends with the Mulliken charge.
Positions of all 145 atoms, in Å:
I -3.2049 -2.1159 -1.7295  -0.68
Sb 0.4257 -5.1081 -1.4890  -0.28
Ge -1.5132 1.7137 0.9268  0.22
Ge 0.8852 0.6767 -0.5922  -0.72
Sc -1.4118 -1.9235 0.5321  0.14
S -2.6541 0.0021 1.6225  -0.41
S -0.9676 1.7811 -1.2689  0.30
S 0.0189 -4.0947 4.4906  -0.41
S 0.6514 1.4003 1.5383  -0.04
S 0.5529 -1.4506 -0.8916  -0.01
N -2.0692 -4.2117 1.0643  0.46
C -2.5719 5.1675 3.2109  0.06
C 3.8389 -0.6629 1.2300  0.70
C -0.1269 2.9635 4.0902  1.27
C 4.0721 2.3644 -2.9074  0.34
C -4.4175 4.6715 1.7743  -0.29
C 2.3824 4.5298 -0.6972  -1.64
C 3.5065 -3.2323 0.2353  -0.45
C -0.8984 6.1549 -4.1569  -1.56
C -0.4354 3.9286 3.1324  0.46
C -5.7922 1.0945 -0.6575  -0.89
C -0.6902 -3.7163 2.9363  0.15
C -1.8838 -5.9664 -3.3711  -1.05
C 2.8335 2.1519 -2.2992  -0.95
C -4.1529 3.2595 -1.2368  0.51
C 1.4830 -7.7189 -0.0408  -1.45
C -4.3510 2.8659 0.0864  0.24
C 1.8799 4.5671 3.0313  -0.67
C 3.3447 -4.2050 2.5444  -1.51
C 2.6674 1.1056 -1.3859  -0.67
C 0.7282 5.2677 -2.4442  -0.67
C 0.8052 -2.5719 4.5038  -0.78
C 3.7221 -0.8707 -0.1473  0.68
C 1.7637 3.1164 -2.6900  1.18
C -2.8594 -5.0306 0.3644  -0.37
C 5.0075 0.5426 -1.6893  0.18
C -3.7024 3.6266 1.1969  -0.08
C 3.5665 -2.4558 -2.1319  -1.04
C 1.1045 1.5668 -4.5674  -1.65
C -0.3355 -2.4851 2.4565  0.03
C 0.9369 -6.3234 0.2412  0.68
C 3.7280 -1.7533 2.0884  -0.29
C 0.9995 2.8805 -3.8377  1.21
C -1.8750 -5.9172 2.7313  -0.87
C -3.3557 4.4841 -1.6041  -1.27
C -2.4022 3.3374 1.6441  -0.11
C 0.1321 3.8670 -4.2823  -1.04
C 1.6118 4.3014 -1.9710  0.83
C 3.5278 -3.0396 1.6105  0.34
C -5.5519 1.4559 1.8101  -1.48
C 0.5746 4.7448 2.6022  0.87
C -1.5668 -4.6434 2.2434  1.33
C -3.1909 -6.3056 0.7801  -0.86
C 2.0419 -5.2319 -4.1210  -1.18
C 0.0008 5.0776 -3.6096  0.40
C 2.0834 -5.8160 -2.7100  -0.83
C 5.1603 1.5687 -2.6052  -1.11
C 1.1982 2.8142 4.4960  -0.80
C 4.1252 0.7059 1.7923  -1.58
C -5.5518 1.4273 -1.9888  0.66
C 3.6185 -2.1732 -0.6533  0.45
C 2.2127 3.5961 3.9721  0.64
C 0.2600 5.7623 1.5360  -1.88
C -6.1433 0.5937 -3.0922  -1.42
C -3.8610 5.4373 2.7863  -1.03
C -1.1840 2.0519 4.6575  -1.58
C -4.7538 2.5234 -2.2573  -0.59
C 0.5389 -1.8401 3.3885  -0.07
C -1.8348 4.1258 2.6491  -0.58
C -2.6866 -6.7523 1.9949  -0.58
C -5.2234 1.8060 0.3837  1.40
C -0.9576 -6.5758 -2.3181  -0.71
C 3.6492 3.3945 4.3761  -1.59
C 3.7766 0.2899 -1.0877  -0.48
H 3.2504 1.3552 1.7513  -0.01
H -4.0195 5.2430 -2.0275  0.54
H -1.9146 5.7843 -4.3003  0.33
H 2.4254 -7.6800 -0.5886  0.33
H -0.5353 6.4992 -5.1279  0.39
H 1.9249 3.9803 0.1326  0.00
H 0.9528 -0.8531 3.2239  0.67
H 6.1186 1.7405 -3.0805  0.38
H 1.6447 -5.7405 0.8365  -0.27
H 3.7322 2.6889 5.2026  0.38
H 1.4360 2.0475 5.2268  0.30
H -2.9169 -7.7479 2.3537  0.40
H 5.8485 -0.0897 -1.4281  0.50
H 3.3782 -4.2373 -0.1590  0.48
H -0.3637 -7.3885 -2.7432  0.50
H 0.4935 1.5747 -5.4693  0.46
H -7.2092 0.4265 -2.9267  0.37
H -4.4272 6.2431 3.2375  0.39
H -6.4288 0.2446 -0.4342  0.32
H 3.0152 -5.5531 -2.2044  0.47
H 2.0201 -6.9049 -2.7440  0.56
H -5.4154 4.8833 1.4078  0.54
H 3.4110 4.1800 -0.7863  0.47
H -0.4870 6.4825 1.8720  0.51
H -0.4532 3.6906 -5.1796  0.35
H 1.6663 -8.2584 0.8932  0.42
H 2.5302 -2.4092 -2.4787  0.00
H 4.9211 1.2025 1.2332  0.40
H -3.2423 -4.6268 -0.5655  0.16
H -1.5318 -6.9847 -1.4843  0.39
H 4.1660 3.1783 -3.6176  0.50
H -2.6007 4.2385 -2.3492  -0.13
H 2.1375 1.3470 -4.8429  0.34
H 4.4295 0.6289 2.8369  0.59
H 2.3947 5.5884 -0.4368  0.53
H 2.8928 -5.5669 -4.7206  0.35
H -5.6496 -0.3806 -3.1208  0.20
H 2.0582 -4.1405 -4.1043  0.18
H 2.6639 5.1913 2.6121  0.36
H -0.1457 5.2711 0.6467  0.23
H 3.9785 -5.0452 2.2534  0.47
H 0.7794 -8.3112 -0.6302  0.30
H 2.3064 -4.5454 2.5239  -0.11
H -4.5694 2.8129 -3.2876  0.32
H 3.5823 -3.9300 3.5719  0.39
H -1.4626 -6.2286 3.6815  0.41
H 4.1377 -1.7333 -2.7117  0.31
H 3.9519 -3.4546 -2.3402  0.54
H -2.4193 -5.0969 -2.9838  0.16
H -1.2632 1.1372 4.0616  -0.03
H 4.1097 4.3370 4.6786  0.43
H -0.9399 7.0127 -3.4859  0.35
H -3.8308 -6.9228 0.1656  0.45
H -2.1178 5.7600 3.9973  0.50
H -2.8473 4.9223 -0.7472  0.11
H -2.1662 2.5234 4.6558  0.25
H 1.4289 -2.3051 5.3444  0.52
H 1.1322 -5.5386 -4.6421  0.34
H -1.3190 -5.6269 -4.2422  0.23
H -4.6449 1.3254 2.4004  0.25
H 0.0185 -6.3888 0.8284  -0.04
H 1.1605 6.3057 1.2504  0.50
H -6.0103 1.0702 -4.0637  0.35
H 0.6212 6.1987 -1.8954  0.23
H 4.2282 3.0005 3.5379  0.21
H -6.1205 0.5273 1.8522  0.41
H -6.1421 2.2470 2.2802  0.30
H 0.7579 0.7456 -3.9332  0.22
H -0.9328 1.7619 5.6784  0.58
H -2.6248 -6.6902 -3.7230  0.35
H 3.8072 -1.5903 3.1587  0.30


Computed, not measured: a structure of composition C4H2O2Sm, with ωB97M-V/def2-TZVPD.

Computed properties:
LUMO (alpha / beta) in eV: 3.12 / 2.83
2S+1: 8
Charge: -1

Each line ends with the Mulliken spin population.
Positions of all 9 atoms, in Å:
Sm 0.5376 0.7143 -0.1391  6.03
O -1.5313 1.5476 -0.3182  0.12
O 2.8220 0.1634 -0.7150  0.00
C -2.3285 0.4821 -0.1599  0.55
C -1.6621 -0.7490 0.0104  -0.16
C -0.6846 -1.4927 0.3322  0.41
C 2.6587 -0.4296 0.3900  0.01
H 3.6009 -0.8405 0.8361  0.00
H -3.4127 0.6044 -0.2364  0.03


Computed, not measured: the molecule C6H5FN2O, with ωB97M-V/def2-TZVPD.

Computed properties:
LUMO in eV: 0.14
Energy above the lowest of the compared OMol25 structures with the same formula, charge and spin in kJ/mol: 55.1

Each line ends with the natural charge from an NBO analysis.
Positions of all 15 atoms, in Å:
F 0.1481 2.1952 0.0763  -0.32
O 2.3464 -1.3113 0.7143  -0.63
N 2.5260 0.2961 -0.6267  -0.83
N -1.7847 -1.3879 0.0278  -0.42
C 0.2847 -0.1680 0.2939  -0.24
C -2.4608 -0.2373 0.0882  0.06
C -0.4570 -1.3345 0.0500  0.10
C -1.8423 0.9982 0.2436  -0.34
C 1.7819 -0.2431 0.3466  0.63
C -0.4561 1.0176 0.2613  0.45
H 3.3519 -0.5467 -0.5847  0.46
H -2.4088 1.9281 0.2653  0.24
H -3.5346 -0.2841 -0.1072  0.20
H 0.0843 -2.2167 -0.2986  0.22
H 2.4210 1.2945 -0.7502  0.40